The following is a quantum chemistry calculation of a molecular structure, C26H45N4OS2Si3Sn, from the OMol25 dataset.

Geometry as XYZ:
```
82
Properties=species:S:1:pos:R:3:forces:R:3:mulliken_charge:R:1
Sn -0.227694 -0.076790 -0.761005 0.182 0.118 0.091 1.16
C -4.845273 -3.352728 -0.333321 0.063 -0.082 -0.036 -0.75
S -4.202485 -3.369377 -2.018972 0.011 0.139 0.059 -0.11
C -2.752350 -2.332970 -1.878841 -0.085 -0.150 0.076 0.31
S -1.914219 -2.283513 -0.386443 0.155 0.198 -0.114 -0.43
N -2.508714 -1.763108 -3.020016 0.077 0.099 -0.070 -1.18
N -1.353170 -1.012151 -3.046907 -0.033 0.107 -0.422 0.74
C -1.259888 -0.283693 -4.096454 -0.135 -0.238 0.217 -1.03
C -0.144646 0.639459 -4.322050 -0.011 0.019 -0.052 1.00
C -0.224581 1.558293 -5.370219 0.014 -0.009 0.080 -0.91
C 0.804998 2.465664 -5.540670 0.010 -0.019 0.027 -0.27
C 1.877878 2.429769 -4.663245 0.007 0.021 0.011 -0.87
C 1.874430 1.473389 -3.657299 -0.010 0.081 -0.087 0.02
N 0.900617 0.591586 -3.493310 -0.004 -0.114 -0.072 -0.09
H -5.664979 -4.069301 -0.313110 -0.037 -0.013 -0.031 0.36
H -5.217092 -2.363589 -0.074449 0.029 0.009 0.025 0.24
H -4.074881 -3.655806 0.369353 -0.029 -0.012 0.039 0.22
H -2.063823 -0.303079 -4.833504 0.006 -0.006 -0.002 0.25
H -1.089711 1.561709 -6.020099 -0.015 -0.003 0.003 0.38
H 0.766925 3.196119 -6.338125 0.004 0.012 -0.018 0.42
H 2.700330 3.125850 -4.748089 0.021 0.015 -0.012 0.40
H 2.689060 1.413540 -2.946419 0.080 0.005 0.053 0.29
C 1.323863 2.983059 0.475114 0.016 -0.129 0.124 -0.75
Si 1.122364 1.896067 2.023133 -0.052 0.130 -0.029 0.43
C 2.482325 2.482395 3.217828 -0.080 -0.084 -0.103 -1.22
C -0.509166 2.497081 2.761825 0.081 -0.144 -0.046 -0.24
C 1.153259 0.086593 1.710472 -0.134 0.019 -0.058 1.26
Si 0.101762 -0.945327 2.799612 -0.181 -0.085 0.045 -0.01
C 0.472982 -0.749609 4.653711 0.024 0.024 -0.136 -1.16
C -1.765125 -0.620399 2.626698 0.123 0.091 0.004 0.10
C 0.297156 -2.793911 2.436031 0.043 0.115 0.000 -1.04
Si 2.778782 -0.636344 1.357338 0.160 -0.042 -0.071 -0.53
C 3.983991 0.461916 0.371625 -0.100 -0.110 0.046 -1.38
C 3.792767 -1.210238 2.858011 -0.139 0.072 -0.032 -1.29
C 2.678993 -2.196341 0.237402 0.116 0.087 0.200 0.09
C 3.588747 -3.255719 0.277317 -0.046 -0.010 0.027 -0.62
C 3.446187 -4.323472 -0.592471 0.014 -0.022 0.011 -0.34
C 2.391374 -4.319308 -1.491070 -0.005 0.006 -0.010 -0.98
C 1.531785 -3.232573 -1.479121 0.078 -0.090 -0.097 -0.30
N 1.680310 -2.205292 -0.652786 -0.256 -0.030 -0.025 0.82
H 1.158305 4.032907 0.728474 -0.001 0.055 0.086 0.39
H 0.586420 2.717007 -0.282133 -0.094 -0.003 -0.065 -0.05
H 2.314479 2.906081 0.030679 0.099 -0.018 -0.088 0.29
H 2.426885 3.557570 3.401132 -0.033 0.074 -0.009 0.32
H 3.472140 2.265517 2.814560 0.123 -0.018 -0.027 0.28
H 2.402304 1.968842 4.176818 -0.029 -0.049 0.083 0.29
H -0.478969 3.577839 2.912558 0.042 0.080 -0.006 0.40
H -0.744028 2.031535 3.717489 -0.010 -0.053 0.118 0.34
H -1.321707 2.277744 2.070351 0.057 -0.043 0.007 -0.71
H 0.348298 0.289519 4.961863 -0.015 0.086 0.032 0.30
H 1.503740 -1.031688 4.870772 0.092 -0.030 0.028 0.27
H -0.185030 -1.362933 5.271938 -0.075 -0.068 0.022 0.37
H -2.133665 0.048337 3.404336 0.006 0.075 0.110 0.46
H -2.316757 -1.559243 2.703305 -0.024 -0.054 0.010 0.40
H -2.028853 -0.168564 1.668819 0.022 -0.002 0.002 -0.82
H 1.305232 -3.166172 2.620152 0.109 -0.023 0.033 0.28
H 0.057547 -3.005934 1.394097 -0.014 -0.051 -0.048 0.16
H -0.390564 -3.369383 3.058495 -0.052 -0.015 0.071 0.42
H 3.809365 1.521352 0.525016 -0.002 0.169 0.044 0.28
H 3.897845 0.257310 -0.696531 -0.065 0.030 -0.085 0.26
H 5.014404 0.251165 0.663727 0.054 -0.065 0.008 0.35
H 3.940260 -0.362750 3.529160 0.016 0.068 0.062 0.28
H 4.778164 -1.588839 2.581050 0.070 -0.016 -0.058 0.41
H 3.276379 -1.987332 3.421849 -0.043 -0.061 0.048 0.31
H 4.389770 -3.247374 1.003290 0.056 0.007 0.037 0.32
H 4.141333 -5.154937 -0.564212 -0.001 0.004 0.003 0.40
H 2.230796 -5.136550 -2.180365 -0.009 -0.026 -0.020 0.42
H 0.683962 -3.180310 -2.152612 -0.050 -0.001 -0.039 0.24
C -3.140770 2.407671 -2.234725 -0.002 0.000 0.063 -1.69
C -2.966505 1.920145 -0.792874 -0.094 -0.101 0.037 1.61
C -3.136917 3.098184 0.170249 -0.069 -0.073 -0.033 -1.83
C -4.011526 0.842888 -0.487682 0.042 0.040 -0.002 -1.41
O -1.678379 1.402626 -0.633497 0.070 0.045 0.082 -0.40
H -4.134420 2.831517 -2.400288 -0.035 0.026 0.003 0.42
H -3.004477 1.572812 -2.921392 0.009 -0.078 -0.052 0.19
H -2.391090 3.167451 -2.459525 0.048 0.035 -0.008 0.35
H -4.131282 3.544401 0.088063 -0.036 0.025 -0.018 0.40
H -2.388260 3.861561 -0.043945 0.055 0.029 -0.001 0.36
H -2.990127 2.758711 1.195719 -0.104 0.024 -0.035 0.42
H -5.029035 1.237041 -0.555500 -0.025 0.020 -0.008 0.47
H -3.849747 0.449243 0.516711 -0.032 0.001 0.027 0.24
H -3.908607 0.017179 -1.192866 -0.019 -0.015 -0.034 0.20
```
Forces are in eV/Å.

Its spin multiplicity is 1. Its net charge is -1. The value obtained for the frontier orbital gap is 0.209 Ha. Its LUMO energy is 2.1 eV.

The following is a quantum chemistry calculation of a single C20H28N4O6S molecule at a distorted geometry, from the OMol25 dataset.

Geometry as XYZ:
```
59
Properties=species:S:1:pos:R:3:forces:R:3:mulliken_charge:R:1
C 2.045380 0.232852 -4.078456 -0.365 0.167 0.136 -1.29
C 0.859023 1.183261 -3.967236 0.433 -0.031 -0.435 -0.02
O -0.001956 0.831632 -2.889671 -0.155 0.135 0.462 -0.47
C 0.508479 0.989428 -1.624729 0.044 -0.190 0.127 -0.35
C 0.547568 -0.128296 -0.807576 -0.042 0.086 -0.060 -0.60
C 1.009731 -0.031958 0.498834 0.047 0.349 -0.411 0.59
C 1.006539 -1.262686 1.335344 0.133 0.175 0.255 0.26
O 0.982085 -2.384247 0.853131 -0.019 -0.172 -0.082 -0.74
N 1.058009 -1.056355 2.674092 0.147 0.121 0.183 -0.10
C 0.948008 -2.168097 3.599872 -0.025 -0.050 -0.158 -1.12
C -0.464845 -2.636289 3.694447 -0.072 -0.216 -0.023 0.75
N -1.447842 -1.935001 4.193697 1.011 0.692 0.160 -0.67
N -2.579781 -2.632590 4.048365 -0.827 -0.544 -0.052 -0.45
C -2.272609 -3.753626 3.453847 0.009 -0.237 0.031 0.51
S -3.407074 -4.986206 2.968713 -0.402 -0.218 0.264 -0.24
C -4.631176 -3.871088 2.223571 0.406 -0.095 0.097 -0.61
C -4.108756 -3.166332 0.985234 -0.242 0.011 0.062 0.60
O -4.802161 -2.495184 0.270467 -0.048 0.052 -0.098 -0.58
O -2.806671 -3.366338 0.808891 0.143 -0.097 0.010 -0.19
C -2.182977 -2.725283 -0.297420 0.019 0.266 -0.313 -0.66
N -0.935199 -3.816986 3.198009 -0.491 0.594 0.419 0.19
C -0.222971 -4.845423 2.497489 0.402 -0.364 -0.304 -0.93
C 1.495019 1.184184 0.952685 -0.085 -0.014 -0.101 -0.63
C 1.460999 2.326927 0.152608 -0.068 -0.191 -0.014 0.31
O 1.936545 3.437304 0.771863 -0.251 -0.187 0.025 -0.51
C 2.337180 4.596657 0.057061 0.318 0.467 -0.254 -0.14
C 3.509958 4.336499 -0.879428 -0.333 -0.109 0.279 -0.97
C 0.913481 2.243542 -1.137268 -0.062 0.278 -0.137 0.31
O 0.791981 3.369666 -1.930963 0.301 -0.422 0.203 -0.32
C -0.551788 3.767570 -2.195446 -0.501 0.249 -0.072 -0.21
C -0.511451 4.945680 -3.153475 0.124 -0.335 0.283 -1.28
H 2.642062 0.491531 -4.948830 0.104 0.020 -0.083 0.42
H 2.668886 0.301459 -3.188928 0.105 -0.011 0.027 0.30
H 1.696992 -0.792134 -4.178072 0.006 -0.111 -0.030 0.31
H 1.214484 2.214011 -3.864185 -0.139 -0.107 -0.015 0.10
H 0.224103 1.110751 -4.853648 0.086 0.058 0.078 0.40
H 0.215251 -1.075402 -1.199741 -0.018 -0.099 -0.059 0.67
H 0.811034 -0.148572 3.033137 -0.016 -0.022 -0.086 0.33
H 1.294571 -1.832475 4.578767 0.004 -0.086 -0.111 0.44
H 1.585285 -2.976776 3.235350 0.005 0.104 0.154 0.39
H -4.902440 -3.123287 2.970933 -0.058 -0.032 -0.157 0.32
H -5.508404 -4.464901 1.969240 0.033 0.066 -0.014 0.45
H -2.449413 -3.238446 -1.223016 -0.006 0.050 0.029 0.32
H -2.503779 -1.684059 -0.360302 0.051 -0.063 -0.017 0.43
H -1.111985 -2.792001 -0.115457 -0.091 -0.002 -0.027 0.08
H -0.950546 -5.503586 2.024659 0.061 0.041 0.004 0.36
H 0.406836 -4.385148 1.733813 -0.065 -0.096 0.070 0.29
H 0.391198 -5.426818 3.187982 -0.036 -0.021 -0.053 0.32
H 1.927464 1.298307 1.934096 0.068 0.013 0.103 0.59
H 2.634245 5.288024 0.851294 -0.057 -0.070 -0.136 0.40
H 1.498655 5.031964 -0.492470 0.086 -0.043 0.143 0.06
H 4.320191 3.853277 -0.338097 0.104 -0.004 0.035 0.32
H 3.203132 3.697669 -1.702836 0.037 -0.024 -0.112 0.17
H 3.866518 5.279537 -1.283852 0.055 0.102 -0.075 0.38
H -1.034166 4.055518 -1.249775 0.079 -0.078 -0.105 0.35
H -1.117376 2.936284 -2.631085 0.101 0.064 0.100 0.36
H -1.522878 5.288015 -3.351854 -0.095 0.064 -0.043 0.41
H 0.063070 5.762233 -2.723160 0.025 0.116 0.014 0.29
H -0.045723 4.651809 -4.090518 0.022 0.000 -0.116 0.29
```
Forces are in eV/Å.

Its spin multiplicity is 1. The value obtained for the relative energy (zero: lowest compared OMol25 entry of this formula, charge and spin) is 55.9 kcal/mol. As for the SMILES: CCOc1cc(C(=O)NCc2nnc(SCC(=O)OC)n2C)cc(OCC)c1OCC. The value obtained for the frontier orbital gap is 0.338 Ha. Its LUMO energy is 0.6 eV.

The following is a quantum chemistry calculation of 9 unconnected molecules or ions with the total composition H18O9 at a distorted geometry, from the OMol25 dataset.

Geometry as XYZ:
```
27
Properties=species:S:1:pos:R:3:forces:R:3:mulliken_charge:R:1
O -0.502801 3.877880 2.252340 -0.218 0.435 -0.064 -0.61
H 0.167737 3.675697 1.594498 0.088 -0.246 0.318 0.30
H -0.296050 3.409102 3.066367 0.247 -0.199 -0.277 0.31
O 2.947723 0.781922 -3.240558 0.148 0.329 0.146 -0.65
H 3.162950 1.706489 -3.059071 -0.092 -0.098 -0.139 0.33
H 3.548924 0.292368 -2.671340 0.006 -0.140 -0.054 0.30
O 0.500823 0.500195 3.268626 0.863 0.642 0.555 -0.59
H 1.081417 0.143838 2.576199 -0.789 0.159 -0.075 0.40
H -0.336769 0.058447 3.315494 -0.293 -0.534 -0.378 0.29
O -0.854625 -2.946660 -2.728482 0.594 -0.378 -0.213 -0.62
H -0.164994 -2.852374 -3.395172 -0.183 0.421 -0.401 0.29
H -0.651519 -3.853765 -2.473843 -0.405 -0.101 0.545 0.32
O 0.158320 -0.091181 -2.934518 -1.148 0.954 0.133 -0.60
H 0.201975 -1.035237 -2.807291 0.777 -0.014 -0.074 0.29
H 0.948164 0.374194 -3.232201 0.376 -0.965 0.137 0.35
O 1.027545 -2.944176 1.010099 -0.088 -0.419 1.674 -0.64
H 0.318712 -2.455885 1.458367 -0.078 0.342 -0.735 0.31
H 1.288215 -3.485335 1.787481 0.228 0.031 -0.934 0.32
O -2.382402 -0.799712 -0.608425 -0.172 0.186 0.419 -0.62
H -1.685920 -1.190642 -1.145418 -0.182 -0.161 -0.154 0.31
H -3.113984 -1.425973 -0.550283 0.350 -0.001 -0.237 0.30
O 1.855872 -0.087454 0.903769 0.226 0.369 -0.292 -0.68
H 2.148650 0.182304 0.019700 -0.265 -0.135 0.390 0.27
H 2.350356 -0.876482 1.127369 0.108 -0.408 -0.254 0.33
O -3.187916 2.184204 2.134224 0.115 -0.593 0.318 -0.61
H -2.645295 1.520366 2.586739 -0.179 0.402 -0.012 0.28
H -3.089994 1.914274 1.218988 -0.033 0.123 -0.341 0.32
```
Forces are in eV/Å.

Its spin multiplicity is 1. The value obtained for the relative energy (zero: lowest compared OMol25 entry of this formula, charge and spin) is 70.0 kcal/mol. As for the SMILES: O.O.O.O.O.O.O.O.O. The value obtained for the frontier orbital gap is 0.375 Ha. Its LUMO energy is -0.2 eV.

| no. | highest occupied orbital energy (eV) |
| --- | --- |
| 1 | -3.5 |
| 2 | -8.5 |
| 3 | -10.4 |